8
Properties=species:S:1:pos:R:3 method="wB97M-V/def2-TZVPD" e_lumo_ha=0.0269 e_homo_ha=-0.32892 total_energy_ha=-2851.6561 relative_energy_kcal_mol=61.1
C -0.562 0.723 -0.701
C 0.517 -0.791 0.615
F -0.294 -1.828 0.743
F 1.586 -1.118 -0.106
Br -0.487 2.350 0.208
H 0.017 0.676 -1.605
H -1.541 0.268 -0.694
H 0.764 -0.280 1.541



8
Properties=species:S:1:pos:R:3 method="wB97M-V/def2-TZVPD" smiles=FC(F)CBr e_lumo_ha=0.0315 e_homo_ha=-0.37890 total_energy_ha=-2851.7018 relative_energy_kcal_mol=32.5
F 0.212 -1.847 0.516
C -0.129 -0.460 0.813
F 0.690 -0.049 1.725
C 0.266 0.525 -0.682
Br -1.308 0.436 -1.774
H -1.201 -0.419 1.054
H 0.314 1.459 -0.289
H 1.157 0.355 -1.364



10
Properties=species:S:1:pos:R:3 method="wB97M-V/def2-TZVPD" e_lumo_ha="-0.0685 / -0.0133" e_homo_ha="-0.34020 / -0.34198" total_energy_ha=-2956.8656 relative_energy_kcal_mol=91.0
C 1.089 -1.376 0.366
C -0.945 0.672 0.351
N -0.460 1.111 -0.947
O -0.687 0.365 -1.889
O 0.218 2.109 -0.992
F -1.751 -0.358 0.403
Br -0.589 1.695 1.743
H 0.315 -2.193 0.517
H 0.955 -0.970 -0.606
H 1.855 -1.055 1.054



11
Properties=species:S:1:pos:R:3 method="wB97M-V/def2-TZVPD" e_lumo_ha=-0.0073 e_homo_ha=-0.36309 total_energy_ha=-3032.1845 relative_energy_kcal_mol=12.0
C -1.106 -0.749 -0.125
C 0.826 -0.206 -0.442
N 0.924 1.089 0.123
O 0.805 1.093 1.316
O 0.830 2.040 -0.567
O -1.304 -0.204 1.027
F 1.130 -0.181 -1.734
Br 1.985 -1.378 0.444
H -0.991 -1.871 -0.031
H -1.645 -0.376 -1.014
H -1.453 0.743 1.003



9
Properties=species:S:1:pos:R:3 method="wB97M-V/def2-TZVPD" e_lumo_ha=-0.0330 e_homo_ha=-0.34227 total_energy_ha=-3079.6274 relative_energy_kcal_mol=36.2
C 0.167 -0.380 -0.026
C -0.920 0.602 -0.111
N -0.153 -1.581 -0.227
O 1.461 -0.107 0.258
Br 1.090 -2.868 0.145
I 1.971 1.730 0.126
H -1.016 1.245 0.911
H -1.839 -0.011 -0.187
H -0.761 1.371 -0.889



9
Properties=species:S:1:pos:R:3 method="wB97M-V/def2-TZVPD" e_lumo_ha="-0.0121 / -0.0501" e_homo_ha="-0.32612 / -0.30596" total_energy_ha=-2836.6090 relative_energy_kcal_mol=58.1
C -0.841 -1.148 -0.252
C 0.190 -0.952 0.625
N 0.587 1.753 -0.227
N -0.444 1.504 0.243
O -2.000 -1.356 0.009
Br 1.908 -0.556 -0.006
H -0.435 -0.793 -1.345
H -0.071 -1.035 1.626
H 1.105 2.583 -0.673



9
Properties=species:S:1:pos:R:3 method="wB97M-V/def2-TZVPD" e_lumo_ha="-0.0159 / -0.0159" e_homo_ha="-0.32796 / -0.32797" total_energy_ha=-3159.5184 relative_energy_kcal_mol=118.0
C 1.301 1.488 0.101
C 1.594 0.578 0.764
N -0.946 -1.005 -0.780
N -0.903 0.030 -0.055
S -1.924 -2.304 -0.691
Br -2.014 -0.077 1.374
H 1.216 2.433 -0.434
H 1.854 -0.249 1.346
H -0.177 -0.893 -1.624



9
Properties=species:S:1:pos:R:3 method="wB97M-V/def2-TZVPD" smiles=N#CCNSBr e_lumo_ha=0.0053 e_homo_ha=-0.33965 total_energy_ha=-3159.6787 relative_energy_kcal_mol=17.4
N -1.140 1.198 -2.220
C -1.082 0.401 -1.399
C -0.727 -0.335 -0.250
N 0.698 0.010 -0.015
S 1.252 0.860 1.259
Br 1.781 -0.478 2.864
H -1.274 0.115 0.525
H -0.785 -1.424 -0.089
H 1.276 -0.348 -0.675



9
Properties=species:S:1:pos:R:3 method="wB97M-V/def2-TZVPD" smiles="BrN1C=CSN1" e_lumo_ha="-0.0235 / -0.0234" e_homo_ha="-0.29963 / -0.29980" total_energy_ha=-3159.5935 relative_energy_kcal_mol=70.8
Br 2.770 -0.296 -0.299
N 0.710 -0.061 0.836
C -0.080 -0.969 -0.167
C -1.006 -0.292 -0.871
S -0.946 1.435 -0.528
N 0.114 1.074 0.853
H -0.018 -1.900 0.180
H -1.725 -0.830 -1.503
H 0.179 1.839 1.499



9
Properties=species:S:1:pos:R:3 method="wB97M-V/def2-TZVPD" e_lumo_ha=-0.0256 e_homo_ha=-0.32150 total_energy_ha=-3159.6240 relative_energy_kcal_mol=51.7
C 1.127 0.574 -1.007
C 1.413 -0.079 0.131
N -0.168 0.817 -1.351
N -1.647 -0.131 0.577
S -1.554 0.551 -0.792
Br 3.113 -0.688 0.630
H 2.037 0.993 -1.506
H 0.709 -0.746 0.721
H -2.487 -0.322 1.062



7
Properties=species:S:1:pos:R:3 method="wB97M-V/def2-TZVPD" smiles="O=CCBr" e_lumo_ha=0.0177 e_homo_ha=-0.34162 total_energy_ha=-2727.1842 relative_energy_kcal_mol=45.0
O 1.796 1.133 0.021
C 0.653 1.353 -0.132
C -0.501 -0.059 -0.608
Br -2.219 0.328 0.097
H 0.051 2.084 0.276
H -0.418 0.168 -1.757
H 0.035 -0.982 -0.130



7
Properties=species:S:1:pos:R:3 method="wB97M-V/def2-TZVPD" e_lumo_ha="0.0266 / -0.1061" e_homo_ha="-0.19975 / -0.35997" total_energy_ha=-2726.9949 relative_energy_kcal_mol=72.7 multiplicity=3
C 1.694 1.130 0.031
C 1.309 2.232 -0.234
O 0.081 -1.464 -0.065
Br 2.926 -0.186 -0.023
H -0.751 -1.525 -0.476
H 0.798 3.133 -0.423
H 0.533 -2.323 -0.304



8
Properties=species:S:1:pos:R:3 method="wB97M-V/def2-TZVPD" smiles="C=C(Br)OO" e_lumo_ha=-0.0066 e_homo_ha=-0.36976 total_energy_ha=-2802.3421 relative_energy_kcal_mol=107.6
C -0.636 -1.143 -0.056
C 0.162 -0.129 -0.275
Br 2.306 -0.514 -0.025
O -0.128 1.007 -0.871
O 0.318 2.119 0.037
H -0.337 -2.132 0.276
H -1.704 -1.003 0.037
H 0.020 1.796 0.878



8
Properties=species:S:1:pos:R:3 method="wB97M-V/def2-TZVPD" e_lumo_ha="0.0282 / -0.0914" e_homo_ha="-0.23586 / -0.40076" total_energy_ha=-2802.3167 relative_energy_kcal_mol=0.0 multiplicity=3
C 0.211 -2.592 -1.565
C -1.451 0.053 1.255
O 1.115 -1.945 -1.728
O -1.148 0.658 0.312
Br 2.463 1.752 -0.474
H -1.210 0.319 2.349
H -1.958 -0.938 1.267
H 1.977 2.693 -1.416



8
Properties=species:S:1:pos:R:3 method="wB97M-V/def2-TZVPD" e_lumo_ha="-0.0830 / -0.0830" e_homo_ha="-0.33047 / -0.33049" total_energy_ha=-3125.3024 relative_energy_kcal_mol=84.0
C -0.551 0.491 -0.429
C -0.771 -0.160 0.782
O 0.278 1.430 -0.582
S 1.651 -1.484 -0.123
Br 2.364 0.412 -0.544
H -1.255 0.237 -1.356
H 0.050 -0.095 1.468
H -1.766 -0.831 0.784



8
Properties=species:S:1:pos:R:3 method="wB97M-V/def2-TZVPD" smiles="C=C=O.SBr" e_lumo_ha=-0.0111 e_homo_ha=-0.32512 total_energy_ha=-3125.3871 relative_energy_kcal_mol=30.8
C 0.438 -1.133 -1.208
C 0.985 -0.677 -0.095
O 1.437 -0.193 0.863
H 0.699 -2.066 -1.495
H -0.132 -0.456 -1.984
S -1.047 1.370 2.104
Br -2.014 0.754 0.269
H -0.366 2.401 1.547



8
Properties=species:S:1:pos:R:3 method="wB97M-V/def2-TZVPD" e_lumo_ha="-0.0825 / -0.0825" e_homo_ha="-0.29302 / -0.29329" total_energy_ha=-3448.2297 relative_energy_kcal_mol=80.3
C 1.544 0.443 1.217
C -1.225 -0.225 -0.881
S 0.374 0.526 2.212
S 0.312 0.432 -1.616
Br 3.330 -0.149 1.076
H -1.963 0.039 -1.592
H -1.327 0.133 0.202
H -1.045 -1.200 -0.617



6
Properties=species:S:1:pos:R:3 method="wB97M-V/def2-TZVPD" e_lumo_ha="0.0064 / -0.0377" e_homo_ha="-0.35348 / -0.37058" total_energy_ha=-537.9782 relative_energy_kcal_mol=119.4
C -0.242 -0.235 0.125
C 0.768 0.536 0.043
Cl 2.437 -0.141 -0.040
H -3.206 -0.526 -0.315
H -0.557 -1.245 0.164
H 0.800 1.609 0.023



8
Properties=species:S:1:pos:R:3 method="wB97M-V/def2-TZVPD" smiles=F[C@@H](Cl)CCl e_lumo_ha=0.0316 e_homo_ha=-0.39860 total_energy_ha=-1098.1971 relative_energy_kcal_mol=38.2
F -0.718 1.501 -0.242
C -0.663 0.443 0.436
Cl -2.017 -0.562 -0.023
C 0.598 -0.463 -0.147
Cl 2.394 -0.125 0.012
H -0.268 0.608 1.564
H 0.246 -0.797 -1.184
H 0.459 -1.530 0.255



9
Properties=species:S:1:pos:R:3 method="wB97M-V/def2-TZVPD" smiles=OCC(F)(Cl)Cl e_lumo_ha=0.0210 e_homo_ha=-0.40357 total_energy_ha=-1173.4522 relative_energy_kcal_mol=22.8
O 2.243 -0.619 0.041
C 0.942 -0.879 -0.761
C -0.090 -0.160 0.156
F 0.076 -0.356 1.446
Cl -1.715 -0.576 -0.247
Cl 0.049 1.559 -0.138
H 2.575 0.064 -0.601
H 1.252 -0.448 -1.835
H 0.762 -1.929 -0.735



9
Properties=species:S:1:pos:R:3 method="wB97M-V/def2-TZVPD" e_lumo_ha="-0.2086 / -0.2055" e_homo_ha="-0.50571 / -0.49708" total_energy_ha=-1107.3081 charge=+1 relative_energy_kcal_mol=136.2
C 0.222 -0.266 -1.155
C 0.236 -0.848 -0.096
N -0.281 2.731 -1.752
N -0.146 -1.568 1.107
Cl 0.781 1.578 -2.008
Cl -0.262 3.296 -0.216
H 0.816 -1.971 1.484
H -0.859 -2.288 0.979
H -0.506 -0.665 1.656



10
Properties=species:S:1:pos:R:3 method="wB97M-V/def2-TZVPD" e_lumo_ha="-0.2789 / -0.2790" e_homo_ha="-0.56248 / -0.56249" total_energy_ha=-1182.6933 charge=+1 relative_energy_kcal_mol=12.4
C 0.299 0.508 -0.204
C -0.617 -0.694 0.560
N -0.471 1.403 -0.663
N 1.564 0.083 -0.248
O -1.640 1.642 -0.524
Cl -0.768 -2.155 -0.443
Cl -2.240 -0.117 0.703
H -0.206 -0.703 1.557
H 1.824 -0.767 -0.662
H 2.255 0.802 -0.075



9
Properties=species:S:1:pos:R:3 method="wB97M-V/def2-TZVPD" smiles=C#[N+][O-].ClCCl e_lumo_ha=0.0179 e_homo_ha=-0.38360 total_energy_ha=-1128.2519 relative_energy_kcal_mol=97.3
C 0.179 1.150 0.687
N 0.600 1.884 -0.058
O 1.351 2.519 -0.728
H -0.680 0.591 1.085
Cl 1.473 -2.846 -0.593
C 0.959 -1.217 -1.024
Cl -0.778 -1.091 -1.649
H 1.070 -0.435 -0.177
H 1.517 -0.951 -1.974



9
Properties=species:S:1:pos:R:3 method="wB97M-V/def2-TZVPD" smiles="C=C=O.ClNCl" e_lumo_ha=0.0040 e_homo_ha=-0.34382 total_energy_ha=-1128.2220 relative_energy_kcal_mol=116.0
C -1.354 -0.606 0.394
C -1.224 0.533 0.988
O -1.317 1.666 1.238
H -1.369 -0.747 -0.674
H -1.413 -1.595 0.879
Cl 2.667 1.500 -0.860
N 1.704 0.172 -1.086
Cl 1.804 -1.086 0.057
H 0.501 0.164 -0.936



10
Properties=species:S:1:pos:R:3 method="wB97M-V/def2-TZVPD" smiles="CC(Cl)(Cl)[N+](=O)[O-]" e_lumo_ha=-0.0286 e_homo_ha=-0.42283 total_energy_ha=-1203.5191 relative_energy_kcal_mol=83.1
C -0.271 1.166 0.070
C -0.047 -0.224 -0.430
Cl -1.384 -0.890 -1.332
Cl 1.504 -0.266 -1.627
N 0.317 -1.204 0.648
O 0.359 -0.765 1.765
O 0.513 -2.337 0.316
H -0.384 1.845 -0.771
H -1.176 1.193 0.675
H 0.568 1.482 0.685



10
Properties=species:S:1:pos:R:3 method="wB97M-V/def2-TZVPD" smiles="CC(Cl)(Cl)[N+](=O)[O-]" e_lumo_ha=-0.0626 e_homo_ha=-0.40690 total_energy_ha=-1203.4672 relative_energy_kcal_mol=115.7
C 0.428 -0.872 -0.747
C 0.220 0.494 -0.102
Cl 1.428 0.271 1.700
Cl 0.741 2.041 -0.694
N -1.058 0.595 0.637
O -1.445 -0.450 1.021
O -1.544 1.652 0.775
H -0.564 -1.409 -0.364
H 0.525 -0.925 -1.834
H 1.270 -1.397 -0.393



10
Properties=species:S:1:pos:R:3 method="wB97M-V/def2-TZVPD" e_lumo_ha="0.0061 / 0.0101" e_homo_ha="-0.28795 / -0.27058" total_energy_ha=-1490.0637 relative_energy_kcal_mol=136.1
C -0.499 -0.643 0.630
C -1.550 1.174 -0.334
O 0.434 -0.690 -0.283
O -1.376 0.296 0.644
P 2.036 -0.117 -0.015
Cl 0.095 -1.469 2.070
Cl -3.012 1.910 -0.701
H -0.981 1.075 -1.187
H 2.296 -0.289 -1.307
H 2.558 -1.248 0.483



9
Properties=species:S:1:pos:R:3 method="wB97M-V/def2-TZVPD" e_lumo_ha=-0.0444 e_homo_ha=-0.34037 total_energy_ha=-1737.9052 relative_energy_kcal_mol=39.0
C -1.778 -0.262 0.459
C -0.721 0.110 -0.260
P 2.638 -0.154 -0.760
S 1.997 1.699 -0.878
Cl 2.399 -0.522 1.258
Cl 0.094 -1.039 -1.232
H -2.428 0.314 1.233
H -1.993 -1.264 0.426
H -0.207 1.119 -0.247



10
Properties=species:S:1:pos:R:3 method="wB97M-V/def2-TZVPD" e_lumo_ha=0.0156 e_homo_ha=-0.35287 total_energy_ha=-1568.0226 relative_energy_kcal_mol=42.6
H -1.957 -1.485 -0.552
N -0.859 -1.427 -0.433
C -0.248 -0.377 -0.163
N -0.831 1.031 -0.032
Cl -2.483 1.103 0.265
C 1.181 -0.346 0.008
Cl 1.817 0.953 -1.115
Cl 1.587 0.099 1.753
H -0.105 1.598 0.492
H 1.898 -1.150 -0.223



10
Properties=species:S:1:pos:R:3 method="wB97M-V/def2-TZVPD" e_lumo_ha="-0.0072 / -0.0072" e_homo_ha="-0.32137 / -0.32134" total_energy_ha=-1567.9354 relative_energy_kcal_mol=97.3
C -0.192 0.302 0.348
C 0.974 1.029 -0.359
N -1.204 0.517 0.982
N 0.137 -1.641 -0.349
Cl 1.260 2.641 0.399
Cl -0.832 -1.605 -1.759
Cl -0.580 -2.768 0.856
H 0.563 1.127 -1.350
H 1.912 0.446 -0.066
H -2.040 -0.048 1.297



12
Properties=species:S:1:pos:R:3 method="wB97M-V/def2-TZVPD" e_lumo_ha="0.2042 / 0.2043" e_homo_ha="-0.07721 / -0.07706" total_energy_ha=-3013.5299 charge=-2 relative_energy_kcal_mol=10.8 multiplicity=3
V 0.083 -0.661 1.636
C -0.060 0.892 -2.166
C -0.066 0.385 -0.757
O -1.060 -0.126 -0.161
O 0.988 0.408 -0.052
H -1.040 0.803 -2.637
H 0.655 0.327 -2.760
H 0.194 1.952 -2.159
Cl 1.584 -1.311 3.495
Cl -0.133 1.670 2.692
Cl -2.032 -1.499 2.498
Cl 0.886 -2.841 0.370



9
Properties=species:S:1:pos:R:3 method="wB97M-V/def2-TZVPD" smiles=FC(F)(Cl)CS e_lumo_ha=0.0175 e_homo_ha=-0.34955 total_energy_ha=-1136.0755 relative_energy_kcal_mol=24.1
F 1.521 -0.761 1.017
C 0.350 -0.793 0.333
F -0.547 -1.155 1.344
Cl 0.098 -1.948 -0.965
C 0.191 0.702 -0.040
S -1.233 1.486 -0.559
H 0.332 1.201 0.822
H 1.108 0.978 -0.575
H -1.820 0.291 -1.377



8
Properties=species:S:1:pos:R:3 method="wB97M-V/def2-TZVPD" e_lumo_ha="-0.0324 / -0.0324" e_homo_ha="-0.35408 / -0.35406" total_energy_ha=-692.6973 relative_energy_kcal_mol=56.7
C -0.955 0.230 -0.137
C 1.194 1.219 -0.035
N 0.024 0.969 0.003
F 1.614 2.499 -0.032
Cl 3.242 -1.020 0.383
H -1.107 0.068 -1.180
H -1.288 -0.299 0.624
H 2.207 -0.053 0.318



7
Properties=species:S:1:pos:R:3 method="wB97M-V/def2-TZVPD" smiles=C#[N+]CCl e_lumo_ha=-0.2475 e_homo_ha=-0.59152 total_energy_ha=-592.5584 charge=+1 relative_energy_kcal_mol=22.8
C -0.961 1.263 0.036
N -0.435 0.199 0.071
C 0.360 -0.902 0.020
Cl 2.221 0.107 0.034
H -1.526 2.240 -0.121
H 0.073 -1.592 0.952
H 0.268 -1.315 -0.993



7
Properties=species:S:1:pos:R:3 method="wB97M-V/def2-TZVPD" smiles=CC#[N+]Cl e_lumo_ha=-0.1965 e_homo_ha=-0.62115 total_energy_ha=-592.5711 charge=+1 relative_energy_kcal_mol=14.8
C 0.287 -0.015 -0.098
C 1.658 -0.064 0.078
N 2.866 -0.099 0.165
Cl 4.463 -0.143 -0.048
H 0.015 -0.921 -0.703
H -0.209 0.992 -0.353
H -0.228 -0.396 0.764



8
Properties=species:S:1:pos:R:3 method="wB97M-V/def2-TZVPD" e_lumo_ha=0.0173 e_homo_ha=-0.39685 total_energy_ha=-647.6274 relative_energy_kcal_mol=59.3
C -0.905 0.768 -0.021
C -0.332 -0.487 0.451
N -1.392 1.743 -0.347
N 1.261 -0.308 -0.532
Cl -1.220 -1.857 -0.206
H -0.039 -0.415 1.580
H 0.930 0.357 -1.166
H 1.696 0.198 0.241



8
Properties=species:S:1:pos:R:3 method="wB97M-V/def2-TZVPD" e_lumo_ha="0.0193 / -0.1710" e_homo_ha="-0.19221 / -0.40233" total_energy_ha=-647.4743 relative_energy_kcal_mol=44.7 multiplicity=3
C -1.076 0.971 0.110
C -0.036 -0.189 0.419
N -1.815 1.817 -0.083
N 1.157 -0.029 -0.273
Cl -1.078 -1.644 -0.184
H 0.078 -0.349 1.487
H 1.734 -0.861 -0.250
H 1.035 0.284 -1.228



8
Properties=species:S:1:pos:R:3 method="wB97M-V/def2-TZVPD" e_lumo_ha="0.0219 / -0.1276" e_homo_ha="-0.29026 / -0.39935" total_energy_ha=-647.5313 relative_energy_kcal_mol=9.0 multiplicity=3
C 0.241 -0.052 1.361
C -0.317 -0.385 -0.841
N 0.590 -0.360 2.418
N -0.134 0.530 0.263
Cl 0.716 2.199 -0.099
H -0.708 -1.287 -0.219
H -1.024 0.102 -1.476
H 0.636 -0.747 -1.407



9
Properties=species:S:1:pos:R:3 method="wB97M-V/def2-TZVPD" smiles="O/N=C/Cl.C#N" e_lumo_ha=0.0255 e_homo_ha=-0.37709 total_energy_ha=-722.8401 relative_energy_kcal_mol=71.2
O 0.164 1.522 0.952
N 1.046 0.469 0.667
C 0.511 -0.641 0.463
Cl 1.479 -1.980 0.130
H 0.822 1.995 1.482
H -0.605 -0.797 0.725
C -1.096 -0.186 -1.428
N -1.133 -1.168 -2.010
H -1.188 0.785 -0.982



9
Properties=species:S:1:pos:R:3 method="wB97M-V/def2-TZVPD" e_lumo_ha=-0.0378 e_homo_ha=-0.37928 total_energy_ha=-722.7880 relative_energy_kcal_mol=104.0
C -2.156 -0.747 0.148
C 0.004 -0.044 0.211
N -3.202 -1.700 0.333
N -2.623 -1.623 -0.792
O -1.115 -0.640 0.906
Cl -3.346 1.311 -0.136
H -0.318 0.750 -0.309
H 0.354 -0.837 -0.548
H 0.742 0.256 0.812